Record 1
Entry from the Open Molecules 2025 dataset: a cluster of 11 separate species, C26H57N3O8S4 in total (the ωB97M-V functional and the def2-TZVPD basis).

Output
- electronic energy (eV) = -92070.3479
- max |F| (hartree/bohr) = 0.080
- molecular weight (g/mol) = 668.023

Structure (ORCA input):
```
! RIJCOSX wB97M-V def2-TZVPD def2/J DEFGRID3
* xyz 0 1
S 1.04 -4.10 3.89
S 0.06 -0.70 0.79
S -2.24 5.18 0.95
S 1.01 4.87 -3.97
O 3.91 1.86 -0.95
O 0.66 4.14 -5.28
O 5.54 -1.42 1.97
O 0.20 -0.19 2.25
O 2.06 -3.74 4.95
O -3.06 -1.45 -2.76
O 0.47 -3.91 0.62
O -1.52 4.13 0.10
N 0.38 0.68 -3.53
N -5.32 -0.58 4.64
N 1.56 5.88 2.28
C 2.22 -5.25 -0.35
C 0.48 -4.02 -1.78
C -0.18 -2.73 4.18
C -2.91 -0.01 3.71
C -0.25 -5.39 4.35
C -1.71 -1.30 0.73
C 1.04 -4.29 -0.40
C -2.47 4.38 2.58
C 2.17 4.46 0.13
C -4.25 -0.33 4.19
C -0.33 0.53 -4.43
C 3.88 0.90 -1.66
C 3.29 -1.47 2.54
C 4.62 -2.16 2.26
C 3.44 -0.46 -1.16
C -3.93 -3.43 -1.71
C -3.97 4.99 0.37
C -0.32 4.44 -2.73
C -1.18 0.38 -5.56
C 0.67 6.63 -4.19
C 4.97 -3.55 2.65
C -4.85 -1.13 -1.16
C 4.33 0.98 -3.12
C 1.84 5.29 1.34
C -0.22 0.76 -0.32
C -3.79 -1.93 -1.93
H 3.35 -0.38 2.47
H 0.68 7.26 -3.31
H -1.65 -2.20 0.12
H -3.48 4.49 2.98
H -4.47 4.04 0.57
H -1.89 4.98 3.27
H -2.24 -0.76 4.12
H -2.79 0.00 2.62
H -1.29 4.78 -3.08
H -4.52 -3.61 -0.81
H 1.77 3.45 0.07
H -0.84 1.55 0.11
H 4.86 -4.25 1.82
H -0.65 -2.78 5.15
H -2.06 3.37 2.59
H -0.99 -5.40 3.55
H -0.57 0.43 -1.29
H 4.09 -0.85 -0.38
H 3.23 4.63 -0.06
H -2.40 -0.54 0.37
H 1.85 -6.10 -0.93
H -5.88 -1.38 -1.44
H 1.55 4.92 -0.64
H 1.34 6.99 -4.97
H -0.79 -0.31 -6.31
H -0.90 -5.09 5.17
H -4.61 -0.14 -1.55
H 3.19 -1.20 -1.92
H 0.17 -4.95 -2.25
H 3.19 -4.88 -0.68
H -0.44 -3.43 -1.76
H 1.30 -3.62 -2.38
H 4.40 -3.79 3.55
H 2.83 -1.69 3.50
H -0.44 5.14 -1.90
H -0.35 6.62 -4.58
H -1.90 -1.63 1.75
H -3.91 5.27 -0.68
H -4.46 -3.75 -2.60
H -2.97 -3.94 -1.83
H -4.75 -1.18 -0.08
H 3.68 0.43 -3.81
H 2.25 -5.49 0.71
H 5.21 0.33 -3.17
H 4.43 2.02 -3.43
H -2.66 1.01 4.02
H -0.87 -2.68 3.33
H 2.59 -1.80 1.76
H 0.12 -6.40 4.49
H 2.48 -0.36 -0.65
H -1.44 1.31 -6.08
H 0.46 -1.86 4.07
H 0.68 1.27 -0.65
H -2.05 -0.07 -5.09
H 6.01 -3.77 2.91
H -0.39 3.44 -2.30
H -4.49 5.63 1.08
*
```

=====

Record 2
Entry from the Open Molecules 2025 dataset: the ion C3H11BNO2 with charge +1 (the ωB97M-V functional and the def2-TZVPD basis).

Output
- electronic energy (eV) = -9546.1213
- SMILES = C[NH2+][C@H](C)B(O)O
- max |F| (hartree/bohr) = 0.071
- molecular weight (g/mol) = 103.938

Structure (ORCA input):
```
! RIJCOSX wB97M-V def2-TZVPD def2/J DEFGRID3
* xyz 1 1
O -2.87 0.59 -0.44
O -2.13 -1.61 0.30
N 0.60 -0.85 0.14
C -0.12 1.62 0.43
C 1.94 -0.66 -0.38
C -0.34 0.27 -0.34
B -1.99 -0.34 -0.11
H 0.40 1.38 1.29
H 2.42 0.21 0.01
H -2.92 -2.19 0.19
H 0.45 2.43 -0.15
H -1.02 2.16 0.63
H 2.66 -1.49 -0.26
H 0.29 -1.64 -0.36
H 1.72 -0.36 -1.34
H -3.87 0.73 -0.30
H 0.45 -1.06 1.19
H -0.27 0.20 -1.47
*
```

=====

Record 3
Entry from the Open Molecules 2025 dataset: the ion C27H23O5S3 with charge -1 (the ωB97M-V functional and the def2-TZVPD basis).

Output
- electronic energy (eV) = -71114.8085
- SMILES = COc1ccc(S[C@@H](C(S(=O)(=O)c2ccccc2)=[S@](=O)([O-])c2ccccc2)c2ccccc2)cc1
- max |F| (hartree/bohr) = 0.041
- molecular weight (g/mol) = 523.677

Structure (ORCA input):
```
! RIJCOSX wB97M-V def2-TZVPD def2/J DEFGRID3
* xyz -1 1
S -1.54 2.03 3.20
S -2.21 4.89 2.96
S 0.49 3.84 0.70
O -1.60 6.01 2.27
O -2.58 2.08 4.20
O -0.15 1.84 3.60
O -3.63 4.86 3.21
O 3.59 -0.52 -1.84
C 2.18 1.37 -2.04
C 2.96 0.71 0.19
C -4.05 5.82 -0.56
C -1.01 0.12 1.30
C -2.59 -1.53 0.52
C -3.24 0.04 2.24
C 1.34 2.52 -0.08
C 0.00 4.91 4.57
C -3.41 6.46 -1.62
C -2.08 4.45 -0.16
C -0.03 4.77 6.99
C -1.32 -0.94 0.45
C -1.97 0.62 2.17
C 1.38 2.34 -1.47
C 0.68 4.85 5.79
C -1.39 4.85 4.57
C -2.11 4.77 5.76
C -2.12 6.07 -1.98
C -3.54 -1.04 1.42
C -3.42 4.75 0.10
C -1.45 5.09 -1.22
C -1.71 3.41 2.16
C -1.42 4.73 6.97
C -1.31 3.43 0.70
C 4.25 -1.53 -1.03
C 2.95 0.51 -1.22
C 2.13 1.68 0.74
H -3.98 4.12 0.80
H -0.43 4.83 -1.48
H -3.20 4.73 5.71
H 2.20 1.21 -3.12
H 0.53 4.99 3.62
H -3.91 7.26 -2.17
H -0.01 0.56 1.31
H 1.77 4.89 5.78
H -4.52 -1.51 1.49
H -1.99 4.68 7.90
H 3.56 0.07 0.84
H -3.97 0.43 2.95
H 4.50 -2.31 -1.75
H -2.83 -2.37 -0.13
H 3.60 -1.92 -0.24
H -1.43 2.42 0.31
H 5.16 -1.11 -0.58
H -0.56 -1.30 -0.25
H -5.03 6.15 -0.22
H -1.60 6.52 -2.83
H 0.51 4.74 7.94
H 2.04 1.81 1.81
H 0.77 2.99 -2.09
*
```